{"formula": "C7H8F3N", "method": "wB97M-V/def2-TZVPD", "e_homo_ev": [-8.51, -8.51], "e_tot_ha": -625.7041, "homo_lumo_gap_ev": [8.58, 8.58], "multiplicity": 1, "e_above_lowest_ev": 3.3305, "mol_weight_g_mol": 163.14, "symbols": ["F", "F", "F", "N", "C", "C", "C", "C", "C", "C", "C", "H", "H", "H", "H", "H", "H", "H", "H"], "xyz": [[-3.123766, -0.904218, -1.049679], [-1.922456, 0.906005, -1.414369], [-3.456641, 0.836707, 0.327365], [-0.067168, 2.116599, 1.987683], [1.360755, 0.876434, 0.343748], [1.575360, -0.205460, -0.462024], [-2.482641, 0.106939, -0.424111], [-1.418061, -1.791511, 0.865507], [-1.399703, -0.496262, 0.516497], [0.239933, 1.222409, 1.220727], [2.684964, -0.223742, -1.492595], [-0.955318, 2.064783, 2.574350], [0.954093, -1.085174, -0.355335], [2.419107, -0.726504, -2.513770], [3.498173, -0.685726, -0.850872], [2.055919, 1.739207, 0.240931], [-2.207311, -2.465724, 0.656807], [2.977385, 0.852892, -1.788435], [-0.732633, -2.137657, 1.617573]], "forces_ev_per_a": [[-0.345, 0.906, -0.072], [-1.219, -0.719, 1.613], [1.916, -1.006, -1.847], [-1.219, -0.536, 0.955], [0.498, 0.275, -1.066], [-0.766, 1.715, 0.495], [0.772, -0.436, 1.165], [0.219, 2.141, 0.569], [0.457, 1.502, 0.233], [-1.273, -2.508, -1.094], [0.272, 0.877, -0.324], [1.525, 0.097, -1.364], [-0.190, 0.091, -0.065], [0.570, 0.376, 2.312], [-0.261, 0.174, -1.664], [-0.438, -0.560, 0.081], [-0.736, -0.561, -0.679], [-0.273, -1.675, 0.724], [0.491, -0.154, 0.027]], "mulliken_charge": [-0.27, -0.27, -0.27, -0.60, -0.32, 0.16, 0.83, -0.74, -0.35, 0.47, -1.06, 0.34, 0.31, 0.31, 0.28, 0.25, 0.34, 0.28, 0.30]}

---

{"formula": "C29H25ClIrPS", "method": "wB97M-V/def2-TZVPD", "s2": 8.774, "e_homo_ev": [-8.69, -11.56], "e_tot_ha": -2423.7486, "homo_lumo_gap_ev": [6.56, 5.76], "multiplicity": 6, "mol_weight_g_mol": 664.23, "charge": 1, "symbols": ["Ir", "Cl", "S", "P", "C", "C", "C", "C", "C", "C", "C", "C", "C", "C", "C", "C", "C", "C", "C", "C", "C", "C", "C", "C", "C", "C", "C", "C", "C", "C", "C", "C", "C", "H", "H", "H", "H", "H", "H", "H", "H", "H", "H", "H", "H", "H", "H", "H", "H", "H", "H", "H", "H", "H", "H", "H", "H", "H"], "xyz": [[0.132211, 0.231646, 0.284254], [-1.857050, 1.183560, -0.360101], [-0.731097, -0.635933, 2.171378], [-1.033796, -1.709234, -1.341578], [-0.346475, -2.358523, -3.994041], [1.136248, -3.472008, -1.327515], [1.079288, -5.684811, -0.348105], [-1.258533, 1.925639, 2.965042], [-5.531188, -2.588134, -0.916352], [-0.249020, -2.072372, -5.359324], [-4.876810, -2.856689, -2.127223], [-0.268516, -5.514008, -0.013708], [-3.479041, -1.708557, 0.019940], [-1.020341, -0.053144, -3.572870], [-0.452580, 0.783960, 3.130707], [2.178213, -0.455036, -0.192776], [0.958876, 2.000809, 4.669997], [0.184081, 3.149502, 4.469821], [-0.914384, -4.310574, -0.308218], [-0.921073, 3.108331, 3.608060], [0.649222, 0.817846, 4.003597], [-0.552165, -0.790427, -5.828874], [1.787779, -4.659219, -0.991246], [-3.522878, -2.546617, -2.269368], [-0.225799, -3.296970, -1.001490], [-0.933743, 0.223867, -4.936949], [-4.835625, -2.005098, 0.154605], [-0.757105, -1.355700, -3.095082], [1.710612, 0.331561, -1.299344], [2.165274, 0.363731, 0.980788], [1.401171, 1.646331, -0.816758], [-2.808631, -2.000562, -1.185321], [1.680737, 1.675482, 0.599796], [-0.491530, -0.577271, -6.900193], [-1.168134, 1.225394, -5.304653], [-2.090339, 1.874862, 2.269950], [-0.118261, -3.359249, -3.630108], [-1.312037, 0.726383, -2.868934], [-0.826961, -6.315634, 0.478054], [1.500929, 2.507916, 1.272720], [2.454598, 0.040048, 1.973836], [1.246219, -0.083891, 4.119030], [-1.956755, -4.158096, -0.024389], [2.843814, -4.783725, -1.241174], [0.969730, 2.448557, -1.406653], [-5.354620, -1.787716, 1.095344], [1.603199, -0.012109, -2.324356], [1.585602, -6.622471, -0.104209], [2.480235, -1.495091, -0.232698], [0.439454, 4.076089, 4.979702], [-1.525466, 4.003119, 3.433325], [-3.011847, -2.734421, -3.212760], [1.684117, -2.684913, -1.852615], [-6.591815, -2.833733, -0.809054], [0.055530, -2.866185, -6.049275], [-2.936207, -1.242170, 0.838432], [-5.414280, -3.309972, -2.966614], [1.820697, 2.020962, 5.343565]], "forces_ev_per_a": [[-6.097, -2.319, 1.231], [-1.274, 1.139, -0.814], [-0.400, -1.493, 1.288], [0.048, -0.594, -0.615], [-0.122, 0.332, -0.033], [-0.149, -0.224, 0.189], [-0.050, 0.094, -0.012], [0.357, -0.188, -0.240], [0.214, 0.019, -0.015], [-0.042, 0.087, 0.159], [0.062, 0.124, 0.221], [0.119, 0.155, -0.052], [-0.009, -0.256, -0.443], [-0.012, -0.359, -0.057], [0.191, 1.147, 0.745], [1.631, 0.370, -0.359], [0.015, 0.010, 0.008], [-0.107, -0.187, -0.201], [0.253, 0.071, -0.239], [0.074, 0.040, 0.327], [-0.309, 0.113, -0.208], [-0.028, 0.047, 0.083], [-0.285, 0.059, -0.001], [0.040, 0.011, 0.365], [0.208, -0.128, 0.352], [0.106, -0.346, 0.025], [-0.065, -0.143, -0.237], [0.248, 0.233, -0.525], [1.328, 0.535, -0.506], [1.858, 0.499, -0.266], [1.396, 0.358, -0.519], [-0.775, 0.100, 0.238], [1.388, 0.254, -0.376], [-0.007, -0.072, 0.413], [0.109, -0.351, 0.114], [0.059, 0.124, 0.163], [-0.101, 0.221, -0.130], [0.024, -0.165, -0.221], [0.274, 0.302, -0.150], [0.065, -0.150, -0.126], [-0.037, 0.173, -0.227], [-0.037, 0.201, 0.144], [0.278, -0.113, -0.112], [-0.366, -0.019, 0.076], [0.167, -0.147, 0.196], [0.239, -0.080, -0.443], [0.003, 0.106, 0.263], [-0.185, 0.340, -0.091], [-0.053, 0.251, 0.065], [-0.035, -0.210, -0.108], [0.229, -0.334, 0.141], [-0.159, -0.008, 0.198], [-0.219, -0.289, 0.090], [0.406, 0.116, -0.030], [-0.131, 0.381, 0.238], [-0.157, -0.112, -0.118], [0.173, 0.230, 0.377], [-0.351, 0.045, -0.235]], "mulliken_spin": [2.20, 0.45, 0.79, 0.40, 0.02, 0.02, 0.04, 0.01, 0.01, 0.00, 0.00, -0.02, 0.03, -0.01, 0.06, 0.20, -0.01, 0.05, 0.02, -0.02, 0.04, 0.02, -0.01, 0.02, 0.03, 0.00, 0.00, 0.01, 0.22, 0.02, 0.10, 0.00, 0.23, 0.00, 0.00, -0.01, 0.00, 0.01, 0.00, 0.01, 0.02, 0.00, 0.00, 0.00, 0.01, 0.00, 0.01, 0.00, 0.03, 0.00, 0.00, 0.00, 0.00, 0.00, 0.00, 0.02, 0.00, 0.00]}

---

{"formula": "C5H12O", "method": "wB97M-V/def2-TZVPD", "e_homo_ev": [-6.87, -6.92], "e_tot_ha": -272.7955, "homo_lumo_gap_ev": [8.07, 8.09], "multiplicity": 1, "e_above_lowest_ev": 4.1687, "mol_weight_g_mol": 88.15, "symbols": ["O", "C", "C", "C", "C", "C", "H", "H", "H", "H", "H", "H", "H", "H", "H", "H", "H", "H"], "xyz": [[0.474712, 1.003809, -0.114183], [1.185157, 1.335187, 0.934987], [-0.822518, -1.470963, -1.990076], [0.637371, 1.073826, 2.282527], [-0.595271, 0.264107, -0.146278], [-1.164159, -0.059617, -1.487419], [0.519080, -0.003872, 2.482176], [1.299545, -1.422352, 0.457030], [0.261148, -1.586992, -2.099512], [-1.007964, -0.095904, 0.789593], [-0.371267, 1.517818, 2.393090], [1.959950, 2.053545, 0.706135], [1.289295, 1.494841, 3.051401], [-1.291952, -1.665960, -2.961602], [-1.171090, -2.234111, -1.284863], [-0.794241, 0.683859, -2.204118], [1.848860, -0.941131, 0.644447], [-2.256657, 0.053911, -1.453335]], "forces_ev_per_a": [[0.170, 0.146, -0.420], [0.118, 0.179, 0.402], [0.036, -0.069, -0.013], [0.010, -0.040, 0.051], [-0.412, -0.263, 0.098], [-0.030, 0.076, -0.018], [0.019, 0.150, -0.039], [0.093, 0.044, 0.034], [-0.163, 0.013, 0.014], [0.047, 0.039, -0.124], [0.123, -0.053, -0.030], [-0.092, -0.112, 0.044], [-0.089, -0.051, -0.129], [0.074, 0.030, 0.148], [0.044, 0.126, -0.102], [-0.054, -0.096, 0.105], [-0.058, -0.099, -0.026], [0.162, -0.022, 0.007]], "mulliken_charge": [-0.26, -0.18, -1.16, -1.02, -0.21, -0.42, 0.31, -0.06, 0.30, 0.43, 0.31, 0.40, 0.32, 0.37, 0.29, 0.23, 0.06, 0.28]}

---

{"formula": "C21H31CoNOP2S", "method": "wB97M-V/def2-TZVPD", "s2": 6.062, "e_homo_ev": [-8.59, -11.25], "e_tot_ha": -3412.0901, "homo_lumo_gap_ev": [6.27, 5.61], "multiplicity": 5, "e_above_lowest_ev": 0.1632, "mol_weight_g_mol": 466.43, "charge": 1, "symbols": ["Co", "S", "P", "P", "O", "N", "C", "C", "C", "C", "C", "C", "C", "C", "C", "C", "C", "C", "C", "C", "C", "C", "C", "C", "C", "C", "C", "H", "H", "H", "H", "H", "H", "H", "H", "H", "H", "H", "H", "H", "H", "H", "H", "H", "H", "H", "H", "H", "H", "H", "H", "H", "H", "H", "H", "H", "H", "H"], "xyz": [[-0.259858, -0.322973, 0.982678], [1.019126, 0.262191, 2.736446], [-2.014399, 0.779858, 0.533740], [-0.167848, -2.320419, 0.422183], [2.159017, 1.146728, 2.343909], [0.202016, 0.225822, -1.513941], [2.216483, 1.751031, -2.608204], [0.942545, 2.310735, -2.538015], [-3.593712, -0.052696, 0.945595], [0.597961, 3.624285, -2.967233], [-2.192889, 2.452671, 1.235646], [-1.704403, 3.264025, -2.300700], [-0.696123, 4.094302, -2.826689], [-0.087957, 1.469674, -1.985016], [1.172340, -3.298025, 1.172298], [1.333405, -0.397115, -1.916518], [1.439378, -1.807657, -1.770325], [-1.418077, 1.965113, -1.891292], [3.790175, -1.644194, -2.362076], [0.212835, -2.585656, -1.374975], [-1.706680, -3.236301, 0.724245], [2.433977, 0.384702, -2.399325], [1.740584, -1.090774, 3.695366], [-2.445500, 1.076534, -1.272719], [0.155726, 1.069495, 4.110131], [2.680380, -2.407258, -1.958696], [3.668013, -0.286539, -2.615997], [-1.346682, -0.014648, 1.984115], [2.116319, -2.736980, 1.109269], [-0.673606, -2.253997, -1.942303], [-2.119391, 2.376540, 2.327135], [0.945422, -1.771912, 4.034612], [2.484560, -1.619976, 3.085656], [1.298841, -4.256681, 0.645876], [-3.641675, -0.231770, 2.023642], [-4.399497, 0.619815, 0.632678], [-0.258774, 1.195111, 0.533912], [-3.159473, 2.865782, 0.918672], [3.035390, 2.363757, -2.968368], [4.493156, 0.293517, -3.012672], [0.934151, -3.482741, 2.228142], [-3.441284, 1.544170, -1.293290], [-1.551510, -4.315386, 0.579323], [2.225067, -0.625230, 4.568550], [0.578149, 2.073692, 4.209162], [-2.496743, -2.880550, 0.046053], [-2.021162, -3.054207, 1.762976], [0.381183, -3.658693, -1.529230], [-2.722680, 3.633328, -2.175933], [-1.376691, 3.084976, 0.867235], [0.366601, 0.485603, 5.012541], [2.781402, -3.466036, -1.761800], [-0.921433, 1.109803, 3.921190], [-2.476058, 0.098076, -1.787464], [-3.673154, -1.007835, 0.416951], [1.373212, 4.238174, -3.423472], [-0.960913, 5.107539, -3.131400], [4.750771, -2.140782, -2.482258]], "forces_ev_per_a": [[1.255, 3.058, -0.849], [1.451, 0.746, 0.142], [-0.779, 0.612, 0.370], [0.239, -2.406, -0.622], [-0.857, -0.730, 0.194], [-0.748, -0.901, -0.392], [1.273, 0.902, -0.744], [-1.922, 0.644, 0.165], [-0.027, 0.263, 0.065], [0.969, -1.234, 0.225], [-0.201, -0.149, -0.027], [0.510, 1.092, -0.354], [-1.497, -0.327, 0.330], [-0.370, 1.717, -0.453], [0.055, -0.415, 0.079], [0.801, -0.331, 0.051], [-0.579, 1.215, 0.194], [1.264, -0.956, 0.220], [-0.680, -1.398, 0.390], [-0.202, -0.020, 0.153], [0.014, -0.581, 0.051], [0.811, -2.118, 0.225], [-0.035, -0.029, 0.266], [0.618, -0.233, 0.021], [-0.188, -0.169, 0.188], [1.164, 0.398, -0.289], [-1.256, 1.435, -0.097], [-1.065, -0.331, 0.551], [-0.307, -0.172, -0.016], [0.396, -0.187, 0.123], [-0.185, 0.192, -0.237], [0.233, 0.204, -0.164], [-0.323, 0.273, 0.136], [-0.042, 0.208, 0.274], [-0.075, 0.015, -0.183], [-0.092, -0.301, 0.089], [-0.167, 0.109, -0.017], [0.200, 0.010, 0.328], [0.023, -0.040, 0.011], [0.100, -0.091, 0.182], [0.147, -0.027, -0.265], [0.277, -0.225, 0.093], [-0.208, 0.244, -0.006], [-0.067, -0.196, -0.387], [-0.010, -0.204, -0.154], [0.294, -0.140, 0.210], [0.066, -0.064, -0.351], [-0.152, 0.172, -0.069], [0.267, 0.017, -0.135], [-0.259, -0.143, 0.065], [-0.207, 0.281, -0.115], [0.104, -0.058, -0.135], [0.300, -0.024, 0.054], [-0.106, 0.397, 0.313], [-0.035, 0.195, 0.075], [-0.158, -0.041, 0.207], [0.157, -0.291, 0.052], [-0.190, 0.134, -0.033]], "mulliken_spin": [1.83, 0.03, -0.04, 0.06, 0.02, 0.66, 0.39, -0.01, 0.02, 0.18, 0.00, 0.13, 0.04, 0.03, 0.00, 0.03, 0.05, 0.05, 0.09, 0.06, 0.01, 0.00, 0.00, 0.04, 0.01, 0.08, 0.18, 0.09, 0.00, 0.01, 0.00, 0.00, 0.00, 0.00, -0.01, 0.00, -0.06, 0.00, -0.01, 0.01, 0.00, 0.01, 0.00, 0.00, 0.00, 0.00, 0.00, 0.01, 0.01, 0.00, 0.00, 0.01, -0.01, 0.01, 0.00, 0.01, 0.01, 0.01]}

---

What is the formula in the first record? C7H8F3N